{
  "formula": "C18H22BrF6N4O7S2",
  "method": "ωB97M-V/def2-TZVPD",
  "species": ["F", "C", "H", "H", "H", "H", "H", "H", "C", "C", "H", "N", "H", "C", "H", "C", "H", "O", "O", "C", "H", "C", "Br", "F", "F", "N", "C", "H", "N", "O", "C", "C", "F", "C", "O", "C", "S", "C", "F", "C", "H", "H", "C", "N", "O", "H", "S", "H", "H", "O", "H", "F", "O", "C", "C", "C", "H", "H", "H", "H"],
  "positions_angstrom": [[2.57807, 6.57073, 3.42200], [-0.50042, 9.31600, -1.41093], [-0.94972, 2.06013, -0.09703], [0.36176, -5.86508, 1.07132], [-2.00798, -2.09502, 0.10097], [-0.81377, -0.37407, -0.49873], [1.36917, -2.05802, -4.54587], [-1.51357, -1.91722, 3.98698], [1.25192, 1.64105, -3.15744], [-0.41329, -3.09659, -2.19862], [-2.75244, -3.82161, -0.01219], [1.80615, -5.41083, -2.33578], [-1.57829, -3.19174, -2.21640], [1.59845, 0.33435, -4.14158], [-0.23270, -2.24452, 2.63090], [-0.49419, -3.93341, 0.26341], [1.96189, -6.43056, -2.53727], [1.72053, 8.13631, -2.09952], [-0.71068, -3.99173, 3.75875], [0.33377, 1.29008, -1.82010], [-0.02796, -3.69971, -3.15468], [0.12208, -1.53480, -2.46670], [2.94545, -4.11542, -3.06688], [-0.93108, 9.50071, -2.69353], [-1.62567, 9.23725, -0.63848], [0.84157, 8.00119, 0.33783], [0.76136, -5.05359, -1.51969], [-2.94807, -4.07738, 2.46506], [-0.06197, -6.23162, -0.96117], [-1.57248, -6.83800, 2.33897], [1.06216, -1.19973, -3.80909], [-1.91582, -3.17665, 0.54446], [2.31619, 8.64321, 2.78125], [-0.55453, -5.60263, 0.35469], [1.21103, 5.50146, 0.92462], [-0.16267, -3.78392, 5.10778], [1.78649, 6.84854, 0.88435], [-2.37724, -3.09750, 2.11419], [0.11894, 10.47814, -1.04552], [-0.19674, -0.26075, -1.48633], [-3.19409, -2.23067, 2.17871], [0.77872, 2.85733, -0.07595], [-1.19417, -2.69637, 3.17450], [0.27948, -3.70703, -1.00863], [3.18844, 6.90367, 0.46288], [0.34274, -3.72474, 1.08925], [0.58059, 7.86173, -1.22010], [1.60020, 2.73778, -3.39088], [-0.90803, -6.49921, -1.51133], [-3.21555, -6.34633, 0.62180], [0.89097, -4.34462, 5.12480], [0.57131, 7.40324, 3.18976], [-0.25502, 6.73190, -1.63874], [-0.08587, 2.50948, -0.78732], [-1.82660, -6.29894, 1.11833], [1.81744, 7.37958, 2.62820], [2.24957, 0.59771, -5.09420], [-0.00557, -2.65997, 5.39316], [-0.60699, 3.41535, -1.36383], [-0.81326, -4.34693, 5.93564]],
  "gap_ev": 5.57,
  "e_homo_ev": -6.1,
  "e_lumo_ev": -0.55,
  "charge": -1
}

{
  "formula": "C18H22Cl4HfNO2Se3Si2Te",
  "method": "ωB97M-V/def2-TZVPD",
  "species": ["H", "C", "Se", "C", "Se", "C", "Te", "Cl", "Si", "C", "Cl", "H", "C", "H", "H", "C", "H", "Cl", "Se", "H", "C", "H", "H", "C", "H", "H", "C", "C", "H", "C", "H", "H", "H", "H", "Cl", "C", "C", "N", "H", "Hf", "O", "C", "H", "H", "C", "C", "H", "C", "H", "H", "H", "O", "C", "Si"],
  "positions_angstrom": [[2.43885, 1.43849, -1.12156], [3.07064, -0.74636, 1.29081], [-1.21116, 1.01679, 3.65748], [5.21824, -0.51985, 2.95834], [-1.50545, -2.31732, 3.17500], [-3.72118, 0.37686, 1.16411], [-1.41998, -1.09491, 5.37637], [4.53673, -0.41980, -0.98473], [0.18661, 0.96714, -1.64410], [1.58303, 2.08377, -1.13560], [3.80374, -0.48212, 5.25203], [-3.51716, 1.97088, -2.38640], [3.97493, -0.71944, 3.57745], [-4.75160, 0.16980, 0.81934], [0.39840, -3.68834, 0.69764], [-0.21657, -3.22335, -0.02884], [-0.74920, -4.95762, -1.19046], [6.61969, -0.33775, 3.96087], [0.61675, 2.02470, 2.60520], [-1.52394, 3.10025, 0.80136], [-1.59171, -3.21738, -2.04744], [1.77473, 2.82369, -1.92673], [-1.02916, 2.96091, -2.25617], [-0.74620, -3.91789, -1.13822], [-3.25462, 3.23262, 0.97665], [-3.22106, -0.60653, 1.51379], [5.41735, -0.34673, 1.56331], [2.93293, -0.95093, 2.72212], [-1.56997, 1.75866, -3.41170], [4.32491, -0.50768, 0.69707], [1.12705, -1.22973, -1.98237], [-3.75467, 0.22527, -2.30623], [0.02198, 2.52937, -3.50269], [-4.85708, 1.28416, -1.41678], [6.86622, 0.11392, 0.84270], [-2.44742, 2.96627, 0.30192], [-0.72147, 2.09446, -2.77466], [-0.52499, -1.98855, 0.25546], [-2.13046, -1.15161, -2.62524], [0.21589, -0.47549, 1.81668], [1.62961, -1.14851, 3.12321], [0.91109, -0.45023, -2.68107], [-2.01273, -3.74377, -2.88658], [-2.49395, 3.61539, -0.62804], [-1.73682, -1.84818, -1.83614], [-1.02931, 0.21204, -0.41872], [1.84843, -0.23039, -3.18560], [-3.79583, 1.15480, -1.72628], [-3.77560, 1.03212, 2.08000], [1.36796, 2.55259, -0.20028], [0.31573, -0.74286, -3.57867], [1.90689, -0.52552, 0.64541], [-1.16423, -1.24146, -0.66737], [-2.63483, 1.12532, -0.18565]],
  "gap_ev": 5.71,
  "e_homo_ev": -4.8,
  "de_lowest_kcal_mol": 0.0,
  "e_lumo_ev": 0.89,
  "charge": -1
}

{
  "formula": "C18H22ClMnN5O7PS",
  "method": "ωB97M-V/def2-TZVPD",
  "species": ["C", "H", "O", "H", "H", "H", "H", "H", "H", "Mn", "N", "H", "H", "C", "N", "O", "Cl", "C", "H", "H", "H", "S", "C", "H", "C", "C", "H", "O", "H", "H", "P", "H", "C", "C", "N", "C", "C", "N", "C", "C", "C", "O", "O", "C", "H", "O", "H", "C", "O", "H", "N", "C", "H", "C", "H", "C"],
  "positions_angstrom": [[-4.67866, 0.73781, -1.33607], [-2.49975, 1.09546, 2.73035], [-1.37394, 2.16792, 1.33483], [-4.72584, -0.46050, -3.15671], [3.19411, -1.32583, 4.35027], [-5.73101, 0.58438, -1.09531], [-5.05592, 1.25253, -3.39445], [2.33443, 3.32422, 1.22293], [1.41426, -1.04456, -5.35181], [-0.18498, -0.90637, 0.60624], [-2.56621, -0.15325, -0.40974], [-2.59195, 2.88294, 2.81821], [0.25686, -1.20771, -1.29025], [1.09984, -1.13465, -1.99564], [-2.06621, -1.18360, 0.37367], [1.12365, 1.67236, 1.67802], [5.40727, -1.40626, -0.16066], [-3.84711, -0.20599, -0.52367], [-1.34274, 3.23735, -1.31828], [-4.43095, 1.75476, -1.02536], [-0.33078, -1.17130, -3.58708], [-4.57506, -1.54142, 0.33724], [2.44042, -1.08996, -1.61398], [3.79630, -0.92340, -4.69352], [3.89453, -1.25165, 0.51105], [1.16520, -1.08242, 2.95245], [2.26595, 2.82816, 2.94999], [-0.10690, -0.99570, 2.37484], [0.88524, 3.71039, 2.22191], [-3.40245, 0.71479, -3.10068], [-0.11390, 1.49083, 0.78428], [4.45852, -0.94984, -2.36695], [-0.75040, 2.41633, -1.71055], [0.71647, -1.11526, -3.32313], [1.70705, -1.09411, 0.66361], [3.41122, -1.00376, -2.59982], [3.57605, -1.24708, 1.89871], [2.74826, -1.13476, -0.20231], [-1.94014, 2.02495, 2.69873], [3.02595, -0.98444, -3.93684], [-3.00897, -2.00523, 0.86915], [4.15836, -1.31693, 4.25706], [5.76277, -1.28181, 2.72847], [4.60688, -1.29870, 3.00810], [-0.09764, 2.73868, -2.51352], [0.17730, 1.96942, -0.64359], [-1.84779, -3.31207, 1.93995], [2.21233, -1.15243, 1.91362], [1.29143, -1.10610, 4.12836], [-1.13199, 2.03632, 3.42473], [-2.77579, -3.03295, 1.66323], [-4.44613, 0.54318, -2.83887], [-1.36694, 1.57381, -2.00012], [1.69924, 3.01274, 2.04515], [-3.53469, -3.60211, 2.01151], [1.69498, -1.04720, -4.30774]],
  "gap_ev": [5.35, 6.77],
  "e_homo_ev": [-18.1, -18.1],
  "de_lowest_kcal_mol": 13.9,
  "e_lumo_ev": [-12.71, -11.29],
  "charge": 3,
  "multiplicity": 4
}

{
  "formula": "C18H22ClN3O3",
  "method": "ωB97M-V/def2-TZVPD",
  "species": ["C", "C", "H", "C", "H", "H", "C", "C", "H", "C", "H", "H", "H", "H", "H", "C", "C", "H", "H", "H", "H", "N", "C", "H", "C", "C", "H", "C", "O", "H", "C", "C", "H", "O", "N", "Cl", "C", "C", "H", "H", "N", "C", "H", "H", "C", "H", "O"],
  "positions_angstrom": [[0.20084, 1.06387, 1.38924], [-1.33673, 2.64217, -0.63574], [3.21213, 0.88964, 1.23711], [4.40834, -0.94161, -0.68585], [0.48081, 0.02228, 1.24694], [-1.06610, -3.21676, 1.26052], [2.50259, -2.36383, -0.32114], [-4.13710, -2.75027, 0.00793], [-4.83700, -3.44474, -0.45576], [1.66472, -1.27901, -0.50657], [-2.12099, 3.38253, -0.43738], [-4.65333, -2.26454, 0.84316], [2.09704, -3.34389, -0.12472], [-4.43268, -1.01570, -1.27599], [-3.27815, -2.18658, -1.89960], [-2.98636, -3.53458, 0.60466], [3.87455, -2.18853, -0.40395], [-1.80278, 0.32043, 1.72974], [3.98079, 1.10034, -1.10710], [1.92993, 3.34912, 1.64585], [2.84303, 2.94178, 0.18377], [-1.83860, -2.80350, 0.75187], [3.55806, 0.13513, -0.86668], [0.49101, 3.77444, -0.74083], [-1.32372, 1.19637, 1.29784], [0.91406, 1.94304, 0.34267], [-1.66348, 2.08271, 1.84377], [-2.48812, -0.95135, -0.38134], [-2.52261, 0.67058, -2.06384], [-1.26546, 2.51764, -1.71838], [2.20007, 2.52876, 0.97444], [-3.63881, -1.70336, -0.98491], [5.47630, -0.81692, -0.76986], [-3.04556, -4.68079, 0.98084], [-1.65298, -1.50648, 0.40791], [4.92889, -3.53992, -0.17350], [1.25541, 1.15972, -0.95168], [2.17692, -0.01071, -0.76394], [0.33051, 0.79398, -1.39494], [0.59479, -1.42299, -0.46752], [-1.72596, 1.36048, -0.07549], [-2.24036, 0.42797, -0.89817], [1.71085, 1.86291, -1.65345], [-0.20401, 3.69785, 0.87218], [-0.00960, 3.11546, -0.03025], [0.52671, 1.35762, 2.38757], [2.91214, 1.62922, 1.78062]],
  "smiles": "O=C1CCC(C(=O)N2CCC(CO)(Cc3ccc(Cl)cc3)CC2)=NN1",
  "gap_ev": 9.50,
  "e_homo_ev": -9.2,
  "de_lowest_kcal_mol": 23.2,
  "e_lumo_ev": 0.35,
  "charge": 0
}

In the order shown, the computed calculated total energy values come out to -5413.7889, -10844.7326, -3849.3091, -1549.3063 hartree.